DFT (ωB97M-V/def2-TZVPD) results for a 6-piece molecular cluster, C51H57B2BrF2INO16PSi overall at a distorted geometry.

Computed properties:
* Kohn-Sham gap: 3.72 eV
* HOMO level: -0.15498 Eh
* charge: -1
* electronic energy: -6988.0290 hartree

Last column: Mulliken charge in e.
Positions of all 133 atoms, in Å:
H  -2.377  3.841  1.134  0.41
H  -1.012  2.783  -3.773  0.28
C  1.326  1.388  0.903  2.04
H  8.828  -5.576  -4.518  0.54
H  9.621  -11.238  -2.746  0.39
C  -10.823  4.726  4.504  0.37
C  -0.105  2.468  -4.298  -1.32
C  -6.211  1.300  -5.347  0.32
H  -9.432  6.069  5.532  0.41
H  9.221  -6.540  -1.004  0.47
H  2.965  2.556  5.299  0.44
H  4.075  3.532  2.537  0.23
H  6.102  -2.929  -2.361  0.46
H  -2.233  2.589  6.180  0.57
C  9.553  -10.209  -2.414  -0.38
H  -3.717  4.102  7.489  0.46
H  3.978  -0.874  0.824  0.97
C  2.028  2.088  -1.591  -1.83
C  -2.940  -2.188  -2.997  -0.53
C  -10.907  3.516  3.648  -0.35
H  -5.718  0.286  4.900  0.45
C  -0.941  -0.375  -3.531  0.27
C  5.743  -3.117  -4.437  -0.14
H  -11.901  3.194  3.366  0.40
H  -1.077  -1.238  4.074  0.66
O  2.249  -0.509  2.338  -0.57
C  9.024  -9.992  -1.044  0.35
C  -8.065  2.228  -6.658  -0.38
H  0.922  0.160  -1.437  -0.20
H  -6.400  1.446  -3.169  0.48
N  3.413  -2.162  -1.674  -0.64
H  5.097  3.126  3.962  0.26
H  3.491  0.194  -0.516  0.32
H  5.725  2.792  2.350  0.28
O  -7.462  2.744  3.303  -0.51
H  -9.852  1.988  2.631  0.44
C  2.194  2.501  4.527  -0.66
C  -6.122  1.929  6.174  -0.39
H  7.611  -5.096  -6.635  0.42
O  8.149  -4.518  -2.240  -0.51
C  1.510  0.049  -5.264  -1.21
H  4.208  -1.533  -1.835  0.22
C  -1.633  -2.543  -2.696  -0.88
C  -3.235  -0.968  -3.551  -0.16
H  -0.349  -0.958  2.517  0.06
C  -0.774  2.539  1.982  0.60
H  10.309  -9.326  -4.184  0.42
H  0.661  3.232  -4.085  0.38
H  -2.915  2.122  1.487  0.34
C  -0.587  -0.454  3.468  -0.83
O  0.650  -0.152  5.607  -0.65
C  -5.568  3.064  6.950  0.27
C  -4.101  3.267  6.917  -0.61
H  -2.499  0.938  -4.239  0.37
C  2.059  2.327  -0.071  0.05
C  -2.251  -0.038  -3.830  -0.08
C  -9.812  2.871  3.256  -0.44
C  -5.332  1.120  5.474  -0.28
I  3.584  -0.541  5.271  -0.38
O  5.129  0.315  2.788  -0.58
C  -9.472  5.187  4.907  -0.42
P  2.328  0.909  3.420  -3.01
F  1.541  3.592  0.150  -0.40
C  -6.883  1.619  -6.631  -0.35
H  1.404  2.884  -2.016  0.65
O  -9.839  3.172  -5.432  -0.55
H  2.410  0.113  -2.350  0.12
H  3.023  2.270  -2.020  0.27
H  8.532  -8.454  0.436  0.42
O  0.950  2.722  6.476  -0.52
Si  0.560  0.775  -3.780  0.22
H  -8.572  2.469  -7.585  0.39
C  9.816  -7.789  -2.701  0.40
C  1.524  0.733  -2.151  0.75
H  -8.613  2.585  -3.221  0.41
H  4.889  -2.452  -4.477  0.54
C  2.775  -1.789  -0.639  -0.62
B  0.702  0.088  4.232  1.83
H  -0.217  2.464  -5.391  0.43
B  4.195  1.352  3.011  1.90
C  -8.089  2.296  -4.123  -0.45
H  1.038  -0.711  0.597  0.75
C  8.920  -8.593  -0.565  -0.37
O  0.853  2.596  5.067  -0.03
H  2.524  -0.235  -4.965  0.17
O  -3.137  0.591  4.805  -0.43
C  -6.907  1.687  -4.095  -0.22
H  2.246  3.354  3.836  0.27
C  1.872  -0.136  1.041  -0.43
H  0.469  1.939  6.793  0.27
H  5.506  0.409  1.903  0.27
H  0.385  -1.877  -2.727  0.37
C  4.801  2.822  2.945  -0.96
H  0.954  -0.807  -5.667  0.36
O  -11.822  5.314  4.860  -0.56
C  7.324  -4.653  -5.689  -0.50
C  7.559  -4.287  -3.274  0.17
O  5.565  -3.507  -6.753  -0.55
C  6.392  -3.372  -3.305  -0.36
C  -2.271  2.961  1.771  -1.93
C  9.289  -7.570  -1.333  -0.26
C  7.976  -4.910  -4.557  -0.21
C  6.157  -3.738  -5.719  0.18
C  -3.862  1.321  5.441  0.15
C  -0.648  -1.615  -2.978  -0.25
O  -6.295  3.801  7.589  -0.61
H  -6.359  1.330  -7.533  0.42
H  -3.726  -2.905  -2.755  0.35
H  -7.382  4.864  4.798  0.45
H  -1.366  0.280  3.248  0.07
Br  -1.096  2.095  -0.796  0.01
H  0.139  -0.959  5.748  0.23
H  -7.196  1.800  6.211  0.50
O  1.560  1.878  2.228  0.09
C  -8.376  4.542  4.514  -0.11
C  -8.761  2.615  -5.406  0.36
C  3.136  -0.550  0.208  -1.37
H  -0.223  3.482  1.935  0.52
H  -2.617  3.276  2.772  0.52
H  1.881  -2.376  -0.386  0.55
H  1.505  0.791  -6.075  0.36
O  -5.135  0.743  -5.321  -0.43
C  -8.460  3.333  3.658  0.33
C  -0.268  1.528  0.920  -1.24
F  3.393  2.479  0.263  -0.25
H  -1.351  -3.486  -2.234  0.43
H  -0.645  0.514  1.058  0.85
H  -0.747  2.158  3.001  -0.49
H  -4.288  -0.768  -3.727  0.23
C  -3.308  2.458  6.218  -0.12
O  8.692  -10.926  -0.346  -0.55
O  10.149  -6.855  -3.401  -0.57
C  9.921  -9.188  -3.183  -0.35